ORCA calculation (ωB97M-V/def2-TZVPD) on a structure of composition C41H33BF4LaN19O2SeSi.

Results
charge	+1
energy	-5919.8631	Eh
LUMO (spin up / spin down)	-0.163 / -0.163	Ha
gap between HOMO and LUMO (spin up / spin down)	5.45 / 5.45	eV
energy relative to the best compared isomer or geometry (same formula, charge and spin)	1.460	eV
2S+1	2

```
103
C41H33BF4LaN19O2SeSi (ωB97M-V/def2-TZVPD)
La -0.70 0.05 0.22
Se 1.60 -0.82 -1.40
Si 3.39 -2.22 -1.48
F 1.46 -1.04 -5.52
F -2.14 -4.03 -4.65
F -0.06 1.02 -4.69
F -3.64 -1.88 -3.96
O -3.60 2.90 2.91
O -1.86 1.73 2.17
N 1.55 2.50 2.05
N -0.53 4.04 2.57
N 0.09 -5.98 -4.26
N -0.97 -2.65 0.09
N -0.21 -1.40 2.50
N 2.14 -3.48 5.01
N 1.31 1.29 1.49
N 1.02 -1.55 4.57
N 1.12 -3.30 2.97
N -2.67 0.12 -1.33
N 2.61 -3.57 -6.86
N -0.51 3.81 3.96
N -3.33 -0.32 1.52
N 1.01 6.29 1.72
N 0.25 3.73 0.19
N -0.33 2.63 -0.39
N -3.60 2.79 -4.91
N 1.63 5.07 1.77
N -0.34 0.22 4.14
C -1.63 -2.82 -4.75
C -3.19 1.84 -4.39
C 4.15 -2.69 0.22
C -4.01 -1.37 1.02
C -5.33 0.92 1.85
C -1.93 -0.40 -4.52
C -0.61 3.00 -1.65
C 2.85 -3.82 -2.35
C 2.55 2.39 2.97
C -2.81 0.58 -3.83
C 4.62 -1.25 -2.63
C -6.04 -0.20 1.42
C -0.17 -5.23 -0.44
C -1.03 -4.56 -1.35
C -0.29 4.34 -1.88
C 0.33 4.72 -0.70
C 2.16 0.42 2.05
C 2.97 5.18 1.42
C 0.21 -0.92 3.70
C -2.72 0.43 -2.47
C -4.00 0.75 1.92
C -0.62 -0.19 -4.88
C 3.17 6.51 1.18
C -5.38 -1.32 0.94
C -0.29 -2.57 -5.11
C -3.07 1.82 2.36
C 2.95 1.05 3.00
C 0.21 -4.61 0.73
C -1.41 -3.26 -1.01
C 1.73 -3.64 -6.16
C -1.74 3.70 4.34
C -2.65 3.94 3.19
C 0.57 -3.72 -5.34
C 0.18 -1.24 -5.27
C 1.44 -2.76 4.14
C 0.30 -2.61 2.22
C -2.40 -1.73 -4.45
C -1.69 4.20 2.07
C 1.93 7.14 1.42
C -0.14 -3.25 0.91
C 0.25 -4.99 -4.82
B 0.82 3.84 1.65
H 0.83 5.64 -0.41
H 2.86 3.26 3.52
H 5.59 -1.74 -2.78
H -3.46 -2.30 0.59
H 2.51 -3.49 -3.35
H -1.12 2.38 -2.33
H 4.05 -1.17 -3.58
H 0.09 0.65 4.97
H -0.37 4.90 -2.75
H -5.99 -2.13 0.54
H 0.82 -5.08 1.48
H 3.61 4.33 1.38
H 4.78 -0.25 -2.17
H 0.10 -6.26 -0.66
H -5.79 1.84 2.14
H 4.03 7.04 0.89
H 3.47 -3.46 0.67
H 1.65 8.19 1.45
H 2.40 -3.09 5.91
H 3.57 0.52 3.71
H -2.00 4.32 1.06
H 4.45 -1.87 0.88
H -7.14 -0.21 1.35
H 3.67 -4.57 -2.47
H -2.14 -2.77 -1.56
H 5.09 -3.21 -0.02
H -2.02 3.59 5.39
H -3.19 4.84 3.39
H 2.54 -4.38 4.72
H 2.00 -4.34 -1.88
H -1.54 -5.06 -2.19
H 2.32 -0.55 1.60
H -0.56 0.89 3.39
```